No. 1
# C53H45N9O15S

A 8-piece molecular cluster, C53H45N9O15S overall in a non-equilibrium geometry (wB97M-V/def2-TZVPD, OMol25).

Results
F_max   0.1926 hartree/bohr
Energy   -4065.01413 a.u.
Structure (SMILES)   C#CCc1cc(COC)c2nsnc2c1.O=[N+]([O-])c1ccccc1.O=[N+]([O-])c1ccccc1.O=[N+]([O-])c1ccccc1.O=[N+]([O-])c1ccccc1.O=[N+]([O-])c1ccccc1.O=[N+]([O-])c1ccccc1.O=[N+]([O-])c1ccccc1
Kohn-Sham gap   6.7 eV
Total charge   0
HOMO energy   -0.302 hartree

Each line ends with the Löwdin charge.
Positions of all 123 atoms, in Å:
C (5.127, 1.458, 1.710)  0.038
C (2.058, 3.936, 0.943)  -0.138
H (-5.666, -7.393, -1.121)  0.099
C (-0.655, 3.170, 0.770)  -0.057
O (-8.406, -10.409, 0.257)  0.065
H (5.627, 0.413, 1.992)  0.055
H (-8.588, -6.686, -1.039)  0.112
H (-4.432, 0.718, 0.453)  0.094
C (-1.783, 2.241, -0.009)  -0.165
H (4.210, 4.819, 0.665)  0.122
O (-0.713, -1.828, 3.304)  0.040
H (-6.154, -0.168, -1.081)  0.093
N (0.322, -2.495, 3.443)  -0.314
H (1.756, 4.690, -7.388)  0.119
H (-10.133, -10.718, -1.468)  0.119
C (-5.598, 2.436, 1.031)  -0.073
H (8.338, 4.881, 2.901)  0.109
C (5.728, 0.812, -3.014)  -0.142
H (7.867, 2.464, 2.709)  0.102
O (-3.181, -2.079, 0.229)  0.067
C (9.957, 2.405, 5.425)  -0.002
C (3.619, 3.827, 0.406)  -0.172
C (2.995, 4.158, -5.680)  -0.134
O (0.558, -3.556, 2.847)  0.061
H (-6.407, -5.696, -2.771)  0.105
C (9.631, 4.660, 4.612)  -0.074
C (8.525, 2.818, 3.500)  0.004
H (1.918, 0.599, 6.504)  0.109
C (6.887, 0.471, -3.725)  0.003
H (-10.106, -5.934, -2.836)  0.111
C (10.217, 3.774, 5.517)  -0.069
C (-0.886, 0.310, 1.195)  -0.137
N (-0.521, 5.666, 4.001)  -0.291
N (-8.380, -9.206, -0.045)  -0.322
C (2.679, 6.411, -6.493)  -0.069
C (-4.440, -6.013, -0.008)  -0.057
H (0.176, -0.254, 4.973)  0.120
C (-3.986, -4.697, 0.105)  0.007
C (-5.371, 1.252, 0.327)  -0.060
H (4.457, -2.732, 5.524)  0.109
H (-1.928, 2.743, -1.080)  0.149
H (7.632, 1.219, -3.986)  0.119
C (3.518, -2.198, 5.399)  -0.067
H (10.874, 4.151, 6.298)  0.108
C (-5.311, -6.367, -1.040)  -0.076
C (3.846, 4.631, -4.672)  0.008
C (1.107, -0.807, 5.083)  0.002
O (6.341, 3.050, -2.968)  0.064
O (-9.602, 1.622, -1.767)  0.056
C (-1.138, 4.058, 2.061)  -0.218
C (-9.262, -8.753, -1.127)  -0.142
C (0.886, 3.078, 0.182)  0.050
H (4.308, 3.954, -3.957)  0.080
H (3.881, 0.083, -2.124)  0.123
H (4.763, 6.377, -3.799)  0.111
C (2.414, 5.044, -6.597)  -0.001
C (6.144, -1.830, -3.788)  -0.069
H (9.831, 5.727, 4.692)  0.107
C (1.341, -1.991, 4.372)  -0.141
C (1.622, 4.846, 2.248)  0.024
C (-5.730, -5.412, -1.968)  -0.071
H (-5.624, -3.360, -2.593)  0.120
H (-4.116, -6.763, 0.710)  0.112
C (2.543, -2.694, 4.532)  -0.001
C (-10.106, -6.977, -2.530)  -0.064
H (3.719, 7.953, -5.405)  0.107
C (-10.966, -7.885, -3.150)  -0.072
H (2.479, 5.469, 2.787)  0.101
N (2.700, 2.723, -5.769)  -0.317
C (7.090, -0.856, -4.110)  -0.066
C (3.291, -1.014, 6.102)  -0.072
C (-10.117, -9.669, -1.755)  0.000
C (-4.417, -3.739, -0.823)  -0.138
N (5.498, 2.208, -2.626)  -0.296
O (1.958, 2.342, -6.686)  0.067
H (6.303, -2.862, -4.098)  0.108
H (2.227, 7.108, -7.196)  0.108
C (4.407, 2.572, 1.182)  -0.071
C (-7.548, 1.458, -0.699)  -0.140
H (-4.832, 2.823, 1.701)  0.081
C (-5.286, -4.092, -1.864)  0.003
S (-2.226, 5.233, 4.008)  0.845
H (4.263, -2.255, -2.825)  0.111
N (8.811, 0.497, 4.328)  -0.324
H (7.985, -1.130, -4.665)  0.108
H (2.735, -3.618, 3.991)  0.118
H (-6.971, 4.049, 1.432)  0.107
C (-6.346, 0.756, -0.540)  0.010
H (4.056, -0.627, 6.773)  0.108
H (-11.643, -9.929, -3.256)  0.109
H (10.419, 1.728, 6.140)  0.118
O (3.206, 1.976, -4.919)  0.059
O (-4.394, -1.523, -1.513)  0.048
O (-1.174, 0.886, -0.127)  -0.260
C (-7.782, 2.643, 0.011)  -0.005
N (-2.544, 4.141, 2.637)  -0.260
O (8.069, 0.115, 3.411)  0.041
O (9.318, -0.250, 5.178)  0.062
O (4.470, 2.466, -1.981)  0.004
C (8.790, 4.185, 3.604)  -0.064
C (0.060, 4.905, 2.795)  -0.214
H (-0.785, -0.873, 1.076)  0.095
H (-2.832, 2.245, 0.510)  0.091
O (-7.663, -8.360, 0.509)  0.051
O (-8.330, -0.106, -2.225)  0.056
C (3.520, 6.886, -5.485)  -0.073
H (1.149, 2.403, -0.761)  0.129
C (4.995, -1.490, -3.074)  -0.058
N (-8.567, 0.955, -1.629)  -0.327
H (-3.307, -4.438, 0.914)  0.121
H (-8.712, 3.196, -0.099)  0.117
C (4.782, -0.167, -2.680)  0.006
N (-3.964, -2.348, -0.694)  -0.302
C (9.106, 1.932, 4.417)  -0.141
C (-6.800, 3.129, 0.878)  -0.066
H (0.162, 0.652, 1.651)  0.102
H (-11.638, -7.544, -3.936)  0.109
H (3.571, 3.591, -0.739)  0.079
C (-9.250, -7.407, -1.515)  -0.004
C (2.088, -0.321, 5.950)  -0.065
C (4.106, 6.000, -4.580)  -0.057
C (-10.971, -9.227, -2.767)  -0.067
H (-1.749, 0.556, 1.967)  0.114

***

No. 2
# C53H46FMnO2P2Si

C53H46FMnO2P2Si as an isolated structure in a non-equilibrium geometry (wB97M-V/def2-TZVPD, OMol25).

Results
F_max   0.0207 hartree/bohr
Energy   -4420.68719 a.u.
2S+1   4
Kohn-Sham gap (alpha / beta)   7.8 / 8.3 eV
Total charge   +1
HOMO energy (alpha / beta)   -0.402 / -0.409 hartree
<S²>   4.01

Each line ends with the Löwdin charge.
Positions of all 106 atoms, in Å:
H (-3.659, 2.315, -0.703)  0.080
H (-2.666, -5.607, 3.356)  0.112
H (-3.941, 2.313, 4.213)  0.112
F (4.121, -4.551, -0.997)  0.074
C (-4.207, 0.371, 3.335)  -0.056
H (-6.901, 1.746, -5.756)  0.091
C (1.271, -1.625, -0.596)  -0.282
H (-5.042, 3.330, -3.653)  0.120
C (-5.903, 2.153, -5.943)  -0.036
C (-2.282, 1.773, 2.968)  -0.066
H (0.847, -2.489, 1.854)  0.063
C (2.294, 4.818, 0.686)  -0.053
P (-1.689, -1.545, 0.727)  1.111
C (-4.921, 1.621, -4.931)  -0.242
C (-3.446, -0.158, -4.181)  -0.173
C (1.451, 2.715, -0.151)  -0.352
C (1.356, 3.453, -3.425)  -0.066
H (0.214, -2.697, -2.137)  0.094
H (-3.490, -1.984, -5.292)  0.085
C (0.994, 3.999, -4.646)  -0.061
C (-4.593, 2.352, -3.797)  0.000
H (-5.679, -3.665, -2.728)  0.114
H (-5.974, 3.239, -5.894)  0.080
H (0.206, 3.416, 2.937)  0.094
H (-2.984, -2.200, -3.610)  0.055
C (-3.705, 1.881, -2.835)  -0.161
C (-3.758, -3.962, -1.810)  -0.071
H (-0.159, 3.750, -6.443)  0.111
H (0.788, 0.911, 3.700)  0.052
C (-5.135, -2.020, -1.461)  -0.054
H (1.933, -4.470, -2.364)  0.124
Mn (-0.231, -0.308, -0.681)  0.481
O (-1.897, 0.702, -0.951)  -0.147
C (-2.916, -1.545, -4.475)  -0.018
C (-0.582, -5.090, 3.458)  -0.064
C (-3.429, 2.791, -1.656)  -0.022
H (-6.039, -1.459, -1.666)  0.116
C (-3.111, 0.614, -3.038)  -0.062
H (-1.757, 2.700, 3.173)  0.091
C (0.127, 3.316, -5.493)  -0.061
H (-2.380, 3.086, -1.609)  0.084
P (1.323, 1.429, -1.434)  1.125
C (-1.234, -2.981, 1.753)  -0.312
H (-3.245, -3.762, 1.847)  0.106
C (-3.016, -2.207, -0.328)  -0.341
H (4.303, -2.567, 0.638)  0.128
C (1.081, 0.276, 2.854)  -0.162
H (0.895, -0.765, 3.135)  0.026
H (-4.033, 3.692, -1.748)  0.079
C (-4.179, -1.495, -0.597)  -0.081
C (0.017, 1.521, -3.897)  -0.093
H (-0.329, -5.916, 4.115)  0.112
C (-3.673, -0.589, 2.491)  -0.074
H (6.600, -0.481, -2.346)  0.111
C (2.055, -3.661, -1.654)  0.009
C (-4.929, -3.253, -2.060)  -0.072
H (6.071, 0.687, -0.233)  0.111
C (0.746, 3.543, 2.003)  -0.078
H (2.939, 5.680, 0.567)  0.115
H (-5.162, 0.197, 3.816)  0.112
C (3.393, -2.584, 0.047)  0.008
H (-1.866, -1.522, -4.772)  0.087
C (2.284, 3.832, -0.284)  -0.091
C (2.425, -1.601, 0.173)  -0.143
H (-4.606, -0.227, -5.968)  0.123
C (0.402, -4.209, 3.039)  -0.057
H (1.501, 5.466, 2.576)  0.115
C (-0.350, 2.070, -5.122)  -0.053
H (2.598, -0.799, 0.884)  0.080
H (2.968, 3.916, -1.117)  0.101
H (-0.309, 0.522, -3.663)  0.081
H (1.395, 4.964, -4.937)  0.112
C (5.601, -0.098, -2.174)  -0.066
H (4.848, -0.774, -4.070)  0.112
C (3.036, 0.892, -1.737)  -0.342
C (0.076, -3.159, 2.190)  -0.086
C (-2.802, -3.438, -0.955)  -0.089
Si (0.026, 0.843, 1.433)  0.653
H (2.577, 0.106, -3.689)  0.110
C (-3.517, 1.557, 3.562)  -0.058
C (1.500, 4.689, 1.820)  -0.054
C (-2.450, -0.354, 1.868)  -0.347
H (2.153, 0.416, 2.675)  0.040
H (-4.218, -1.510, 2.312)  0.109
C (1.100, -2.658, -1.512)  -0.095
C (0.707, 2.538, 1.024)  -0.265
H (-4.340, -0.524, -0.143)  0.113
H (-5.620, 1.867, -6.957)  0.083
H (-1.889, -3.991, -0.763)  0.115
C (4.618, -0.262, -3.143)  -0.059
C (5.305, 0.558, -0.989)  -0.068
H (3.796, 1.547, 0.169)  0.107
C (-1.724, 0.818, 2.112)  -0.269
C (0.847, 2.214, -3.021)  -0.314
O (-1.292, -0.842, -2.357)  -0.099
H (1.428, -4.340, 3.366)  0.113
C (3.185, -3.600, -0.867)  -0.279
C (-2.221, -3.875, 2.179)  -0.083
H (-1.014, 1.515, -5.776)  0.112
C (3.340, 0.234, -2.928)  -0.071
C (-2.092, 0.127, -2.097)  -0.535
C (-1.894, -4.920, 3.030)  -0.061
H (2.031, 4.012, -2.797)  0.083
C (-4.343, 0.368, -5.096)  -0.007
H (-3.591, -4.921, -2.285)  0.115
C (4.023, 1.044, -0.765)  -0.098